(1)
{"formula": "C35H30AuN2OP2S", "method": "ωB97M-V with the def2-TZVPD basis set", "elements": ["Au", "O", "N", "C", "C", "C", "C", "C", "S", "H", "H", "H", "H", "N", "P", "C", "C", "C", "C", "C", "C", "C", "C", "C", "C", "C", "C", "P", "C", "C", "C", "C", "C", "C", "C", "C", "C", "C", "C", "C", "H", "H", "H", "H", "H", "H", "H", "H", "H", "H", "H", "H", "H", "H", "H", "H", "H", "H", "H", "H", "H", "C", "C", "C", "C", "C", "C", "H", "H", "H", "H", "H"], "positions_angstrom": [[0.10, 1.59, -0.76], [-1.64, 3.02, 0.02], [-2.61, 3.26, -0.80], [-3.45, 4.27, -0.50], [-4.52, 4.59, -1.28], [-4.76, 3.86, -2.44], [-3.90, 2.84, -2.75], [-2.81, 2.54, -1.94], [-1.74, 1.25, -2.38], [-3.19, 4.79, 0.41], [-5.17, 5.41, -0.99], [-5.60, 4.08, -3.07], [-4.03, 2.24, -3.64], [0.06, -1.43, -0.26], [1.10, -0.76, -1.47], [1.55, -2.32, -2.33], [1.07, -2.55, -3.61], [1.41, -3.72, -4.27], [2.24, -4.64, -3.66], [2.73, -4.41, -2.38], [2.40, -3.24, -1.72], [2.70, -0.38, -0.69], [3.18, -0.81, 0.54], [4.47, -0.44, 0.91], [5.24, 0.36, 0.09], [4.75, 0.79, -1.13], [3.48, 0.41, -1.52], [-1.18, -0.42, 0.33], [-2.68, -1.46, 0.18], [-2.76, -2.66, 0.88], [-3.88, -3.45, 0.74], [-4.93, -3.04, -0.07], [-4.86, -1.84, -0.76], [-3.73, -1.04, -0.63], [-0.93, -0.42, 2.12], [-1.60, 0.57, 2.84], [-1.50, 0.58, 4.22], [-0.73, -0.37, 4.87], [-0.05, -1.33, 4.15], [-0.14, -1.36, 2.77], [-0.29, -2.35, -0.53], [0.44, -1.81, -4.09], [1.02, -3.91, -5.25], [2.51, -5.56, -4.17], [3.37, -5.13, -1.90], [2.80, -3.04, -0.74], [2.57, -1.42, 1.19], [4.88, -0.78, 1.85], [6.24, 0.64, 0.40], [5.36, 1.40, -1.78], [3.08, 0.74, -2.47], [-1.95, -2.97, 1.53], [-3.94, -4.39, 1.27], [-5.81, -3.66, -0.17], [-5.67, -1.52, -1.39], [-3.66, -0.10, -1.16], [-2.18, 1.31, 2.31], [-2.01, 1.34, 4.79], [-0.65, -0.36, 5.95], [0.55, -2.07, 4.67], [0.39, -2.12, 2.20], [3.38, 3.27, 2.36], [2.58, 2.20, 2.70], [1.68, 1.69, 1.77], [1.58, 2.27, 0.52], [2.37, 3.34, 0.17], [3.28, 3.84, 1.10], [4.08, 3.67, 3.08], [2.65, 1.75, 3.67], [1.07, 0.85, 2.04], [2.29, 3.81, -0.79], [3.90, 4.68, 0.84]], "mulliken_spin": [0.57, 0.16, 0.04, -0.02, 0.04, -0.03, 0.02, -0.05, 0.35, 0.00, 0.00, 0.00, 0.00, 0.02, 0.20, 0.11, -0.01, 0.01, 0.00, 0.01, 0.01, 0.03, 0.01, 0.00, 0.00, 0.00, -0.02, 0.28, 0.07, 0.01, 0.00, 0.00, 0.00, -0.01, 0.04, -0.01, 0.00, 0.01, 0.00, 0.02, 0.00, 0.00, 0.00, 0.00, 0.00, 0.00, 0.00, 0.00, 0.00, 0.00, 0.00, 0.00, 0.00, 0.00, 0.00, 0.00, 0.00, 0.00, 0.00, 0.00, 0.01, -0.01, 0.01, 0.03, 0.15, -0.08, 0.01, 0.00, 0.00, 0.01, 0.01, 0.00], "fmax_ev_per_a": 1.6, "e_above_lowest_kcal_mol": 14.0, "spin_multiplicity": 3, "energy_ev": -74906.136, "total_charge": 1}

(2)
{"formula": "C31H27AsClCuF6NOSSb", "method": "ωB97M-V with the def2-TZVPD basis set", "elements": ["Cu", "O", "C", "C", "C", "C", "C", "C", "N", "H", "H", "H", "H", "H", "H", "H", "S", "C", "C", "C", "C", "C", "C", "As", "C", "C", "C", "C", "C", "C", "C", "C", "C", "C", "C", "C", "H", "H", "H", "H", "H", "H", "H", "H", "H", "H", "H", "H", "H", "H", "Cl", "C", "C", "C", "C", "C", "C", "C", "H", "H", "H", "H", "H", "H", "F", "Sb", "F", "F", "F", "F", "F"], "positions_angstrom": [[1.51, -1.23, 1.31], [3.55, -2.79, 0.86], [2.96, -3.75, -0.01], [1.60, -4.15, 0.51], [1.16, -5.46, 0.43], [-0.11, -5.78, 0.87], [-0.91, -4.77, 1.39], [-0.40, -3.49, 1.46], [0.83, -3.18, 1.02], [3.99, -2.11, 0.32], [3.58, -4.64, -0.08], [2.83, -3.34, -1.01], [1.82, -6.22, 0.02], [-0.48, -6.79, 0.81], [-1.91, -4.97, 1.76], [-0.97, -2.67, 1.86], [1.88, -0.76, -0.80], [1.24, 0.84, -1.16], [2.08, 1.78, -1.74], [1.63, 3.03, -2.10], [0.30, 3.38, -1.88], [-0.57, 2.44, -1.34], [-0.11, 1.18, -0.99], [-1.53, -0.07, -0.59], [-2.20, -0.08, -2.44], [-1.41, -0.74, -3.38], [-1.77, -0.72, -4.72], [-2.91, -0.04, -5.13], [-3.69, 0.62, -4.20], [-3.33, 0.61, -2.85], [-2.98, 0.65, 0.42], [-4.25, 0.11, 0.28], [-5.28, 0.56, 1.10], [-5.03, 1.53, 2.05], [-3.75, 2.06, 2.21], [-2.72, 1.61, 1.39], [3.12, 1.51, -1.91], [2.31, 3.74, -2.55], [-0.06, 4.37, -2.15], [-1.62, 2.70, -1.23], [-0.52, -1.27, -3.07], [-1.16, -1.24, -5.45], [-3.19, -0.03, -6.18], [-4.57, 1.16, -4.51], [-3.94, 1.14, -2.13], [-4.44, -0.65, -0.47], [-6.27, 0.14, 0.99], [-5.82, 1.87, 2.70], [-3.54, 2.78, 2.98], [-1.71, 1.99, 1.54], [5.36, 0.06, 0.25], [4.41, 1.49, 0.56], [4.91, 2.70, 0.10], [4.19, 3.86, 0.33], [2.98, 3.81, 1.02], [2.50, 2.60, 1.47], [3.21, 1.41, 1.27], [2.75, 0.19, 1.92], [5.85, 2.72, -0.43], [4.58, 4.81, -0.02], [2.42, 4.72, 1.20], [1.58, 2.54, 2.03], [2.11, 0.41, 2.77], [3.52, -0.54, 2.13], [-0.69, -0.44, 1.03], [-0.80, -0.22, 4.04], [0.93, -1.36, 3.14], [0.37, -0.19, 5.54], [-1.91, 1.14, 4.91], [0.08, 1.24, 3.15], [-1.61, -1.82, -0.62]], "lowdin_charge": [0.24, -0.10, -0.20, -0.23, -0.01, -0.05, -0.04, -0.11, 0.06, 0.00, 0.12, 0.10, 0.12, 0.11, 0.11, 0.08, 0.82, -0.60, -0.11, -0.07, -0.07, -0.09, -0.29, 1.26, -0.28, -0.09, -0.08, -0.09, -0.08, -0.10, -0.30, -0.10, -0.07, -0.07, -0.07, -0.11, 0.10, 0.11, 0.11, 0.11, 0.10, 0.10, 0.10, 0.10, 0.09, 0.11, 0.11, 0.11, 0.11, 0.10, 0.74, -0.60, -0.11, -0.08, -0.07, -0.01, -0.31, -0.06, 0.11, 0.11, 0.11, 0.11, 0.06, 0.07, -0.43, 1.55, -0.52, -0.48, -0.55, -0.46, -0.26], "fmax_ev_per_a": 0.1, "e_above_lowest_kcal_mol": 0.0, "energy_ev": -187804.830}

(3)
{"formula": "C4H2O2", "method": "ωB97M-V with the def2-TZVPD basis set", "elements": ["C", "C", "C", "O", "C", "O", "H", "H"], "positions_angstrom": [[0.40, 0.94, -1.81], [0.04, 0.10, -1.03], [-0.26, -0.80, 0.07], [-0.56, -1.97, -0.03], [-0.14, -0.14, 1.44], [-0.85, 0.77, 1.78], [0.72, 1.67, -2.52], [0.63, -0.58, 2.10]], "nbo_charge": [-0.09, -0.15, 0.42, -0.45, 0.36, -0.46, 0.24, 0.13], "fmax_ev_per_a": 0.6, "e_above_lowest_kcal_mol": 9.9, "energy_ev": -8272.098}

(4)
{"formula": "CH3Br2P", "method": "ωB97M-V with the def2-TZVPD basis set", "elements": ["C", "P", "Br", "Br", "H", "H", "H"], "positions_angstrom": [[0.37, 0.01, 0.63], [-1.14, -0.67, -0.59], [1.06, 1.91, 0.32], [1.87, -1.22, 0.32], [0.14, -0.12, 1.69], [-0.32, -0.43, -1.69], [-1.99, 0.53, -0.67]], "nbo_charge": [-0.57, 0.32, 0.01, 0.04, 0.21, -0.01, 0.00], "fmax_ev_per_a": 2.4, "e_above_lowest_kcal_mol": 59.4, "energy_ev": -150458.147}

> Number 4 is which compound?

CH3Br2P

Repeat the third record exactly.
{"formula": "C4H2O2", "method": "ωB97M-V with the def2-TZVPD basis set", "elements": ["C", "C", "C", "O", "C", "O", "H", "H"], "positions_angstrom": [[0.40, 0.94, -1.81], [0.04, 0.10, -1.03], [-0.26, -0.80, 0.07], [-0.56, -1.97, -0.03], [-0.14, -0.14, 1.44], [-0.85, 0.77, 1.78], [0.72, 1.67, -2.52], [0.63, -0.58, 2.10]], "nbo_charge": [-0.09, -0.15, 0.42, -0.45, 0.36, -0.46, 0.24, 0.13], "fmax_ev_per_a": 0.6, "e_above_lowest_kcal_mol": 9.9, "energy_ev": -8272.098}